A:
Entry from the OMol25 dataset: a cluster of 2 separate species, C2H4NO3 in total (ωB97M-V with the def2-TZVPD basis set).

Computed properties:
Charge = +1
Frontier orbital gap = 0.2249 hartree
Highest occupied orbital energy = -14.214 eV
E_LUMO = -8.1 eV

Geometry (Å):
C -1.33967 -0.51613 0.11789
C 2.58367 0.80476 -0.08123
N -2.29370 0.25434 -0.04480
O -1.26189 -1.81448 0.09811
O -3.01278 1.16522 -0.10288
O 1.51866 0.96031 0.43496
H -0.32716 -0.01479 0.24983
H 3.47334 1.37332 0.23186
H 2.75874 0.09013 -0.90443
H -2.09922 -2.30268 0.00068

***

B:
Entry from the OMol25 dataset: the ion C2H4NO3 with charge +1 (ωB97M-V with the def2-TZVPD basis set).

Computed properties:
Charge = +1
Frontier orbital gap = 0.3874 hartree
SMILES = C#[N+]OCOO
Highest occupied orbital energy = -15.330 eV
E_LUMO = -4.8 eV

Geometry (Å):
C 1.11743 -1.97540 0.74859
N 1.31473 -0.87939 0.44079
O 1.33305 0.29840 0.09581
C 0.06135 0.98901 0.19075
O -1.11171 0.38869 -0.15560
O -1.48422 0.54935 -1.55275
H 0.98277 -3.03822 0.92370
H 0.31468 1.82106 -0.41910
H 0.00403 1.26455 1.23599
H -2.53210 0.58195 -1.50818

***

Computed energies relative to the best structure, in kJ/mol: A 0.0; B 173.4

***

A:
Entry from the OMol25 dataset: a structure of composition C5H4BeO (ωB97M-V with the def2-TZVPD basis set).

Computed properties:
Charge = 0
Frontier orbital gap (spin up / spin down) = 0.2131 / 0.2131 hartree
Highest occupied orbital energy (spin up / spin down) = -6.813 / -6.814 eV
E_LUMO (spin up / spin down) = -1.0 / -1.0 eV

Geometry (Å):
C -2.08390 -0.08672 -0.42582
H -3.08966 -0.31136 -0.80243
H -1.57446 1.88000 0.85532
H -1.79039 -1.10543 -0.71598
C -1.49144 0.81696 0.62211
C -0.32721 0.21921 0.21670
C 0.96124 0.01305 0.10164
C 1.94784 -0.74812 -0.26626
O 2.89117 -1.31353 -0.65578
Be 1.03767 2.41536 -0.83516
H -2.85536 0.95506 0.16145

***

B:
Entry from the OMol25 dataset: a structure of composition C5H4BeO (ωB97M-V with the def2-TZVPD basis set).

Computed properties:
Charge = 0
Frontier orbital gap (spin up / spin down) = 0.1546 / 0.2915 hartree
Highest occupied orbital energy (spin up / spin down) = -6.110 / -8.080 eV
E_LUMO (spin up / spin down) = -1.9 / -0.1 eV

Geometry (Å):
C 0.31531 1.43290 0.14569
H 0.10887 2.16038 -0.64338
H 1.96675 0.32149 -0.97709
H 0.08321 1.80911 1.14569
C 1.39763 0.37283 -0.04620
C -0.00119 -0.01549 -0.06414
C -0.89360 -0.99781 -0.09536
C -2.18671 -1.20939 -0.07391
O -3.27478 -1.62087 -0.14187
Be 0.51485 -2.60746 -0.16624
H 1.96966 0.35431 0.91681

***

Computed energies relative to the best structure, in kJ/mol: A 739.9; B 0.0

***

A:
Entry from the OMol25 dataset: a cluster of 2 separate species, C2H7N3O3 in total (ωB97M-V with the def2-TZVPD basis set).

Computed properties:
Charge = 0
Frontier orbital gap = 0.3543 hartree
SMILES = N=C(N)N.O=C(O)O
Highest occupied orbital energy = -9.109 eV
E_LUMO = 0.5 eV

Geometry (Å):
N 0.94450 0.85824 -1.21717
C 1.32361 0.21240 -0.18163
N 1.43783 -1.12023 -0.08384
N 1.63050 0.84331 0.96161
H 0.72762 0.20221 -1.97126
H 2.18939 -1.40045 0.53708
H 1.48141 -1.61739 -0.96318
H 1.13828 0.44801 1.75581
H 1.40327 1.82922 0.87646
O -2.33542 0.17606 -1.20261
C -2.08304 -0.02365 -0.03100
O -1.79431 0.92109 0.86502
O -2.06347 -1.22924 0.53846
H -1.75487 1.73378 0.32257
H -2.24537 -1.83340 -0.20631

***

B:
Entry from the OMol25 dataset: a cluster of 2 separate species, C2H7N3O3 in total (ωB97M-V with the def2-TZVPD basis set).

Computed properties:
Charge = 0
Frontier orbital gap = 0.3579 hartree
Highest occupied orbital energy = -9.470 eV
E_LUMO = 0.3 eV

Geometry (Å):
C -0.38842 -0.10967 -2.03502
C -0.09189 -0.33947 -0.31102
N -0.87643 -1.09587 0.48937
N 1.18607 -0.18731 0.09405
N 1.60646 -0.38784 1.49400
O -1.03978 0.86571 -2.32289
O 0.19017 -0.99491 -2.58060
O -0.97728 1.45498 0.14793
H -1.06595 1.61577 -0.90037
H -1.83568 -1.09458 0.22368
H 1.94134 0.31233 -0.26976
H 1.18722 0.25961 2.08078
H 1.53485 -1.35782 1.72185
H -0.66544 -1.20040 1.46518
H -0.70524 2.25946 0.70283

***

Computed energies relative to the best structure, in kJ/mol: A 0.0; B 282.7

***

A:
Entry from the OMol25 dataset: a structure of composition C2HN3O3 (ωB97M-V with the def2-TZVPD basis set).

Computed properties:
Charge = 0
Frontier orbital gap = 0.3677 hartree
Highest occupied orbital energy = -11.572 eV
E_LUMO = -1.6 eV

Geometry (Å):
C 0.19781 0.08576 -0.20977
C -1.23137 -0.10800 1.14083
H -2.17095 0.13284 1.79903
N 1.25319 0.50074 -1.10572
N -0.61836 0.83171 0.42327
N -0.85253 -1.34806 0.81609
O 1.95140 1.51801 -0.82252
O 1.47140 -0.42895 -1.87539
O -0.00060 -1.18405 -0.16582

***

B:
Entry from the OMol25 dataset: an isolated molecule of C2HN3O3 (ωB97M-V with the def2-TZVPD basis set).

Computed properties:
Charge = 0
Frontier orbital gap = 0.4017 hartree
SMILES = N#CN(C=O)[N+](=O)[O-]
Highest occupied orbital energy = -11.824 eV
E_LUMO = -0.9 eV

Geometry (Å):
N 2.00633 1.71258 0.00108
C 1.13768 0.97329 -0.00124
N 0.10157 0.12054 -0.00032
C -1.22816 0.58278 0.00033
O -1.52854 1.73030 0.00006
N 0.40656 -1.29064 -0.00113
O 1.56352 -1.54659 0.00029
O -0.53684 -2.01179 0.00087
H -1.92213 -0.27048 0.00006

***

Computed energies relative to the best structure, in kJ/mol: A 104.3; B 0.0

***

A:
Entry from the OMol25 dataset: a cluster of 2 separate species, C8H10F3NOS in total (ωB97M-V with the def2-TZVPD basis set).

Computed properties:
Charge = 0
Frontier orbital gap = 0.3166 hartree
SMILES = O/C(=C1/CC=CS1)C(F)(F)F.C=CN
Highest occupied orbital energy = -7.804 eV
E_LUMO = 0.8 eV

Geometry (Å):
O -0.43645 -0.34729 0.81754
C -0.21130 -0.65205 -0.46490
C 0.94892 -1.11281 -0.98006
C 1.21569 -1.82619 -2.32674
C 2.73192 -1.88380 -2.37723
C 3.35315 -1.75745 -1.22712
S 2.32307 -1.26015 0.10664
C -1.38478 -0.31974 -1.46141
F -0.98930 0.00971 -2.68229
F -2.15862 0.76369 -1.00429
F -2.33506 -1.26962 -1.83299
H -1.10028 0.43230 0.85257
H 0.74300 -2.87119 -2.38537
H 0.81112 -1.15306 -3.08764
H 3.25919 -2.09735 -3.40173
H 4.37216 -2.05200 -1.09091
C -0.72444 2.24951 3.76698
C -1.13512 2.46687 2.53705
N -2.18110 1.71166 1.91395
H -1.16386 1.52300 4.39117
H 0.09980 2.89295 4.08235
H -0.61550 3.21478 2.02833
H -2.73240 2.31247 1.33281
H -2.68979 1.02577 2.49329

***

B:
Entry from the OMol25 dataset: a cluster of 2 separate species, C8H10F3NOS in total (ωB97M-V with the def2-TZVPD basis set).

Computed properties:
Charge = 0
Frontier orbital gap (spin up / spin down) = 0.2178 / 0.2169 hartree
Highest occupied orbital energy (spin up / spin down) = -6.654 / -6.632 eV
E_LUMO (spin up / spin down) = -0.7 / -0.7 eV

Geometry (Å):
C 2.66077 -1.23230 1.41559
C 1.45864 -0.65783 1.04437
C 3.50061 -1.42916 0.38733
C 1.28471 -0.52340 -0.33783
C -1.11428 1.19435 0.66757
C -1.96890 0.97153 -1.62632
C 0.14905 -0.13883 -1.09120
C -0.90608 -2.52878 -0.13635
N -0.84810 0.73055 -0.73804
O 0.12000 -0.43851 -2.42167
F 0.13300 -3.44950 -0.00186
F -1.18648 -1.93341 1.07127
F -1.96395 -3.38208 -0.46202
S 2.62437 -1.23329 -1.14375
H 2.90938 -1.50609 2.40213
H 0.87886 -0.43201 1.92868
H 4.38578 -2.12787 0.37525
H -1.91224 0.56260 1.08606
H -0.25263 1.21254 1.37882
H -1.64314 2.10421 0.69330
H -1.54205 1.51619 -2.51743
H -2.43455 0.10764 -1.99867
H -2.80325 1.63282 -1.18946
H 0.76096 -1.11908 -2.60112

***

Computed energies relative to the best structure, in kJ/mol: A 0.0; B 184.1

***

A:
Entry from the OMol25 dataset: an isolated molecule of C8H10S (ωB97M-V with the def2-TZVPD basis set).

Computed properties:
Charge = 0
Frontier orbital gap = 0.3281 hartree
SMILES = Cc1ccc(S)cc1C
Highest occupied orbital energy = -8.007 eV
E_LUMO = 0.9 eV

Geometry (Å):
C -1.92237 -0.41342 -0.05546
C -0.42388 -0.46696 0.06920
C 0.17672 -1.68802 0.31185
C 1.54424 -1.77275 0.43166
C 2.27248 -0.60531 0.30173
S 4.00191 -0.61011 0.43845
C 1.68077 0.62370 0.06110
C 0.31158 0.70885 -0.06467
C -0.34557 2.02007 -0.36094
H -2.21691 -0.00292 -1.02001
H -2.34932 0.22284 0.71957
H -2.35382 -1.40595 0.04349
H -0.43118 -2.57594 0.40467
H 2.03647 -2.71510 0.61811
H 4.15284 -1.93153 0.52037
H 2.30492 1.49999 -0.02793
H 0.36479 2.83523 -0.24552
H -1.19147 2.19680 0.30241
H -0.71854 2.02951 -1.38723

***

B:
Entry from the OMol25 dataset: an isolated molecule of C8H10S (ωB97M-V with the def2-TZVPD basis set).

Computed properties:
Charge = 0
Frontier orbital gap = 0.3011 hartree
Highest occupied orbital energy = -7.965 eV
E_LUMO = 0.2 eV

Geometry (Å):
C -1.37956 -0.22068 -2.11917
C 0.64563 1.52162 0.90878
C -1.93337 0.41418 -2.98678
C 0.31036 -0.66050 2.90525
C 0.70849 -0.77303 1.63983
C -0.67399 -0.58275 -0.87499
C 0.88462 -0.29653 -0.91284
C 1.23890 0.18519 0.56284
S -0.35848 2.56280 0.23237
H -0.77255 2.13920 -1.08972
H -2.44618 0.81421 -3.78316
H -0.19732 -1.49595 3.55716
H 0.19142 0.23682 3.41051
H 0.66986 -1.84027 1.14315
H -1.06987 0.06890 -0.15782
H -0.90538 -1.67247 -0.46978
H 1.52817 -1.14619 -1.01536
H 1.17473 0.47573 -1.65846
H 2.38452 0.26971 0.70818

***

Computed energies relative to the best structure, in kJ/mol: A 0.0; B 656.9

***

A:
Entry from the OMol25 dataset: a cluster of 3 separate species, C5H14O3 in total (ωB97M-V with the def2-TZVPD basis set).

Computed properties:
Charge = 0
Frontier orbital gap = 0.3758 hartree
SMILES = CCCCC=O.O.O
Highest occupied orbital energy = -9.578 eV
E_LUMO = 0.6 eV

Geometry (Å):
C 2.90830 -1.83520 0.12711
C 1.67922 -1.04498 -0.13178
C 1.86535 0.46678 0.48415
C 2.25774 1.44649 -0.57284
C 1.75562 2.83708 -0.24975
O 0.60136 3.02749 0.05123
H 3.55259 -1.61541 -0.73262
H 2.76021 -2.98337 0.30789
H 3.27835 -1.53157 1.14479
H 1.53504 -1.05663 -1.26323
H 0.84560 -1.49351 0.55274
H 1.09833 0.87820 1.14964
H 2.78779 0.44498 1.01699
H 3.35348 1.54912 -0.88657
H 1.60631 1.08739 -1.48590
H 2.37055 3.72839 -0.57933
O -3.39915 -2.05213 -0.73597
H -3.80195 -2.95649 -0.83600
H -3.95520 -1.62522 -0.10853
O -5.47484 -1.36771 0.92279
H -6.18451 -1.78697 1.45310
H -5.86291 -0.72118 0.42125

***

B:
Entry from the OMol25 dataset: a cluster of 3 separate species, C5H14O3 in total (ωB97M-V with the def2-TZVPD basis set).

Computed properties:
Charge = 0
Frontier orbital gap = 0.3634 hartree
SMILES = C=CCCCO.O.O
Highest occupied orbital energy = -9.299 eV
E_LUMO = 0.6 eV

Geometry (Å):
C 0.48682 0.21074 -0.45552
C 0.54202 -0.13969 0.85896
C -0.61200 -0.78369 1.51546
C -1.90725 -0.51193 0.63750
C -2.32742 -1.67678 -0.34868
O -2.65501 -2.81075 0.50164
H 1.44679 0.61113 -0.93748
H -0.47830 0.22668 -0.88300
H 1.43989 -0.08094 1.42160
H -0.67535 -0.31541 2.61295
H -0.44161 -1.85922 1.58897
H -2.72854 -0.37759 1.40610
H -2.07119 0.46881 0.09103
H -1.38749 -1.94640 -0.93604
H -3.29314 -1.24956 -0.88523
H -3.04719 -3.56006 -0.04991
O 3.68939 0.65325 -2.02698
H 4.09589 1.26386 -1.36704
H 3.41309 -0.13450 -1.39608
O 2.36749 3.85486 -0.80078
H 2.68264 3.84279 0.13332
H 1.46048 4.31440 -0.68078

***

Computed energies relative to the best structure, in kJ/mol: A 0.0; B 51.3

***

A:
Entry from the OMol25 dataset: a cluster of 3 separate species, C8H18O2 in total (ωB97M-V with the def2-TZVPD basis set).

Computed properties:
Charge = 0
Frontier orbital gap = 0.3166 hartree
SMILES = C=C(CC)C/C=C/C.O.O
Highest occupied orbital energy = -8.336 eV
E_LUMO = 0.3 eV

Geometry (Å):
C 1.35967 -1.85855 1.82621
C 1.22711 -0.91918 0.87917
C 1.23416 0.51693 1.34939
C 1.99251 1.48055 0.43844
C 1.35561 -1.32034 -0.56611
C 0.04069 -1.76415 -1.16329
C -1.09451 -1.08773 -1.14676
C -2.40257 -1.65523 -1.64460
H 1.04142 -2.88968 1.69696
H 1.50845 -1.58106 2.86448
H 0.18520 0.84071 1.38165
H 1.56585 0.60258 2.37957
H 1.68362 2.51129 0.65395
H 3.06028 1.47213 0.62530
H 1.80852 1.38233 -0.62758
H 2.06532 -2.12731 -0.70462
H 1.75394 -0.55836 -1.24056
H 0.04008 -2.80404 -1.48462
H -1.19185 -0.05531 -0.83006
H -3.07363 -1.90253 -0.82911
H -2.84627 -0.98968 -2.38261
H -2.21062 -2.62325 -2.09175
O -0.86224 2.29709 -1.47195
H -1.50604 2.65138 -2.08343
H -1.15203 2.57117 -0.58943
O -1.72901 2.34348 1.33974
H -2.64793 2.56474 1.50109
H -1.20573 2.90203 1.92051

***

B:
Entry from the OMol25 dataset: a cluster of 3 separate species, C8H18O2 in total (ωB97M-V with the def2-TZVPD basis set).

Computed properties:
Charge = 0
Frontier orbital gap = 0.3427 hartree
SMILES = C=C(/C=C/C)CCC.O.O
Highest occupied orbital energy = -8.736 eV
E_LUMO = 0.6 eV

Geometry (Å):
C 1.88811 0.97066 -1.59878
C 0.95670 0.46387 -0.79325
C 0.11789 1.37944 0.01660
C -0.36189 1.13018 1.23254
C -1.13962 2.11649 2.03819
C 0.71227 -1.02550 -0.72078
C -0.26246 -1.49189 -1.80715
C -1.65229 -0.86961 -1.73474
H 2.04447 2.03691 -1.71021
H 2.55343 0.34836 -2.18714
H -0.07346 2.34659 -0.43913
H -0.21714 0.15644 1.68840
H -0.54611 2.48603 2.87880
H -2.05275 1.68751 2.45742
H -1.42961 2.98887 1.45283
H 1.66262 -1.54585 -0.85752
H 0.34433 -1.29676 0.26825
H 0.16066 -1.25265 -2.78820
H -0.32698 -2.58236 -1.78357
H -1.62115 0.19830 -1.96114
H -2.09908 -0.95013 -0.74265
H -2.33057 -1.32346 -2.46021
O -1.28470 -1.94675 1.86548
H -1.73582 -1.70120 1.04575
H -1.47782 -2.88327 1.96727
O 3.04236 0.11671 1.76784
H 2.94726 0.74113 1.04368
H 2.18137 -0.29806 1.86142

***

Computed energies relative to the best structure, in kJ/mol: A 73.4; B 0.0